No. 1
Below is a 9-piece molecular cluster, C49H56N8O5S overall in a non-equilibrium geometry, with properties calculated with wB97M-V/def2-TZVPD.

```
119
Properties=species:S:1:pos:R:3:forces:R:3
S 5.161889 3.982562 -1.052603 -0.28 0.18 0.25
O 5.979341 2.585862 -1.291461 0.19 0.22 -0.40
O 3.270556 0.404742 -0.310634 0.02 -0.40 0.23
O 3.682272 3.280871 -0.984446 0.49 -0.04 -0.18
O 5.433314 4.433890 0.287342 0.03 -0.11 -0.11
O 3.098425 0.333131 1.936261 -0.06 -0.32 -0.52
N 7.039000 -1.645182 2.042774 0.11 0.01 0.15
N -11.238156 -2.960947 2.105229 -0.16 0.03 0.03
N -2.490948 0.167855 0.341819 0.00 -0.09 -0.07
N 1.813044 7.526555 -3.994009 0.04 0.05 0.08
N 4.721932 -3.791243 -2.376424 -0.03 -0.19 0.03
N -6.865639 -3.710290 1.615363 0.05 -0.18 0.03
N -5.172387 0.143803 3.994504 -0.05 0.01 0.01
N 0.887414 3.753413 -4.159049 0.04 -0.18 -0.17
C 3.970535 -6.169406 -1.134860 0.00 -0.01 0.01
C 1.502943 3.490811 -6.460664 0.03 -0.02 0.03
C 3.018182 2.823468 -4.745564 -0.04 0.02 -0.04
C -3.918625 -1.911749 -0.843062 0.01 -0.01 -0.02
C -11.955769 -3.404134 3.136258 0.08 -0.02 -0.04
C 3.013276 -5.302500 -1.637785 0.04 -0.02 0.02
C 2.675824 8.399522 -1.491250 0.01 0.01 0.02
C 2.618969 0.596522 0.855727 0.02 1.00 2.16
C 8.311906 -1.466414 2.396375 -0.02 0.00 -0.13
C 2.528274 9.294143 -2.539997 0.00 -0.03 0.02
C 1.960284 6.677920 -2.975734 0.04 0.06 -0.05
C -13.560450 -1.658823 2.922998 -0.01 0.01 0.01
C 7.481977 0.302112 -1.706019 0.66 -0.33 0.09
C -3.108048 -1.085513 -1.606892 -0.02 -0.02 0.03
C -4.004428 -1.684942 0.520817 0.03 -0.04 -0.06
C 5.308216 -5.830186 -1.260426 -0.05 0.00 0.00
C 4.455676 -0.403849 -0.165290 1.01 -0.31 -0.38
C -5.622697 1.232172 3.373008 0.08 -0.05 -0.03
C -12.824683 -1.182650 1.849668 -0.01 -0.02 0.04
C 0.856060 2.141897 -0.123387 0.05 -0.24 0.36
C -13.118544 -2.794852 3.582386 0.00 0.03 -0.02
C -6.338576 -5.783964 2.699993 -0.05 -0.01 0.00
C 6.559608 -0.913095 -1.533812 0.29 0.36 -0.46
C 2.725956 2.953955 -6.094663 0.03 0.00 -0.01
C -2.417948 -0.066235 -0.968010 0.04 0.07 0.06
C 7.827079 -1.675529 4.717711 0.00 0.01 0.00
C 2.069262 3.234192 -3.822726 -0.15 -0.09 -0.04
C -5.986802 -4.572071 2.127121 -0.01 0.09 -0.01
C 2.385603 7.062962 -1.711499 0.02 0.04 -0.02
C 6.498551 -1.858288 4.370373 0.09 0.00 0.01
C 6.690490 2.604042 -2.570493 -0.30 -0.09 0.01
C 3.440228 -4.132664 -2.247267 0.04 0.08 -0.04
C -11.676950 -1.868397 1.481844 0.08 -0.06 -0.01
C -8.153259 -4.052498 1.665633 0.13 0.16 -0.10
C 7.164835 1.194132 -2.913490 -0.17 0.20 0.17
C 1.227488 1.047687 0.611461 -0.40 0.66 -0.67
C -7.520418 1.402934 4.801133 -0.01 0.00 0.00
C 2.094625 8.808335 -3.764415 -0.03 -0.06 -0.06
C -7.682562 -6.123069 2.745247 0.00 -0.01 0.00
C 6.160441 -1.835759 3.026089 -0.16 -0.02 -0.19
C 5.072649 -0.587098 -1.549632 -0.76 0.07 0.35
C -5.890289 -0.318815 5.016257 0.07 -0.02 -0.04
C -8.610261 -5.239786 2.218009 0.03 -0.04 0.04
C -7.066119 0.269456 5.456715 -0.01 0.03 -0.03
C 5.628896 -4.634452 -1.885263 0.02 0.09 -0.04
C 0.623510 3.875156 -5.458261 -0.05 0.03 0.07
C -6.784197 1.897360 3.736445 -0.02 -0.03 0.04
C -3.274820 -0.636887 1.061630 0.09 0.12 0.11
C 8.756891 -1.474754 3.708952 -0.04 -0.01 0.03
H 0.252174 2.064784 -1.028631 -1.55 0.08 1.14
H -11.574242 -4.292864 3.628688 -0.03 0.01 0.03
H -5.019032 1.584004 2.542538 -0.03 0.02 0.00
H -7.101039 2.779198 3.196605 0.01 0.00 -0.01
H 1.233484 3.612573 -7.500755 -0.01 0.01 0.01
H -7.609716 -0.151402 6.291560 0.01 -0.01 0.00
H 8.067748 1.307206 -3.519382 -0.18 -0.02 -0.10
H 5.131397 -1.973735 2.711592 -0.02 0.05 0.07
H 6.764175 -1.587547 -2.373602 -0.06 -0.06 0.15
H -4.945715 -4.269366 2.075408 0.02 -0.07 0.04
H -3.322502 -0.427134 2.125309 -0.05 -0.04 0.00
H -5.579171 -6.443002 3.098476 0.01 0.01 0.00
H -8.851136 -3.340753 1.246004 -0.07 -0.04 0.05
H 3.440016 2.644116 -6.847293 0.00 0.00 0.00
H 2.744242 10.346509 -2.413820 -0.01 0.00 -0.01
H 8.488211 -0.100325 -1.875624 -0.07 0.01 0.17
H -0.341450 4.304632 -5.703867 0.02 0.01 -0.04
H 3.678693 -7.093269 -0.651875 0.00 0.01 0.00
H 2.722176 -3.427743 -2.654131 -0.03 -0.02 0.02
H -8.433624 1.892650 5.114981 0.00 0.00 0.00
H -4.627161 -2.304407 1.150247 -0.09 0.10 0.00
H -5.499485 -1.205932 5.503104 -0.04 0.00 0.02
H 0.456476 0.406955 1.050593 0.12 -0.92 -1.41
H -14.463043 -1.152698 3.240890 0.00 0.00 0.00
H 1.957959 -5.525267 -1.559719 0.00 0.02 -0.01
H 7.521515 3.314426 -2.534117 -0.08 -0.07 0.27
H 5.982258 2.956688 -3.327469 0.20 0.05 -0.06
H -13.661280 -3.201087 4.424882 0.01 -0.01 0.00
H -4.475756 -2.718966 -1.302223 -0.01 0.01 0.01
H 4.831462 0.313724 -2.125676 0.30 -0.06 -0.08
H 7.554827 0.855376 -0.765033 -0.19 0.16 -0.21
H 6.088477 -6.476040 -0.881714 0.01 0.02 0.00
H -3.012100 -1.225263 -2.675324 0.01 0.02 0.00
H -13.131614 -0.298954 1.307304 0.01 0.00 -0.01
H -7.999872 -7.060741 3.184321 0.00 0.00 0.00
H 6.398839 0.720736 -3.535881 0.19 -0.07 0.02
H -1.772397 0.601694 -1.529652 -0.02 -0.02 -0.04
H 3.962661 2.410969 -4.414464 -0.01 -0.03 0.01
H -9.669158 -5.458035 2.230002 -0.01 0.04 -0.03
H 3.011657 8.738417 -0.519282 0.00 0.00 -0.01
H -11.074463 -1.528985 0.645724 -0.03 0.03 0.00
H 6.883169 -1.407083 -0.612654 -0.37 -0.18 -0.05
H 1.964552 9.477288 -4.608879 0.02 0.03 0.03
H 5.159283 0.038030 0.542982 -0.19 0.19 -0.04
H 9.804418 -1.325849 3.932610 0.00 0.01 -0.02
H 2.255018 3.152327 -2.761170 0.04 0.02 0.03
H 6.664133 -4.330444 -1.998945 0.00 -0.03 0.02
H 1.726151 5.644555 -3.191372 -0.05 0.08 0.10
H 1.102168 3.156645 0.194298 1.60 -0.21 -1.07
H 2.486195 6.329585 -0.922021 0.00 -0.01 -0.01
H 8.132948 -1.686235 5.756186 0.00 0.00 -0.01
H 4.528216 -1.407126 -2.015977 0.08 0.08 -0.21
H 5.737188 -2.012890 5.122259 -0.02 0.01 -0.02
H 4.214512 -1.409129 0.194978 -0.32 0.28 0.33
H 9.008731 -1.307895 1.579213 0.03 0.00 0.03
H 3.775980 2.351654 -1.266261 -0.20 -0.03 0.36
```
Positions in Å, forces in eV/Å.

Properties
E_HOMO = -7.99 eV
HOMO-LUMO gap = 8.303 eV


No. 2
Below is a 10-piece molecular cluster, C49H57BFN10 overall in a non-equilibrium geometry, with properties calculated with wB97M-V/def2-TZVPD.

```
118
Properties=species:S:1:pos:R:3:forces:R:3
F 0.340763 1.753277 3.991115 0.73 -0.08 1.61
N -1.701795 5.731157 6.374087 -0.68 2.05 0.44
N -3.179184 -0.057587 -5.314928 -0.68 0.02 -0.87
N 2.591913 -5.721320 -0.422372 0.50 -1.02 -0.16
N -6.236414 -1.993199 1.726139 -1.01 -0.50 0.32
N 2.725250 1.706791 -4.206737 0.45 -0.91 -0.14
N 5.030526 -1.670277 2.253914 -0.82 -0.10 -0.20
N 1.009364 4.668421 0.922868 0.07 -0.65 -0.79
N -1.109147 -0.836846 0.159922 -0.82 0.04 -0.47
N -3.618566 2.238802 6.104080 0.12 0.66 -0.65
N 4.525250 -1.622477 -8.384785 0.43 -0.95 -0.14
C 3.974659 -0.777009 -4.512124 -0.02 0.06 0.04
C 3.121576 -2.759773 1.255599 -0.04 0.11 0.09
C 3.841322 -8.205120 -0.727759 0.02 0.02 0.03
C 0.387391 1.975319 5.460677 0.93 0.78 2.28
C 2.831658 -7.814454 -1.600946 0.20 -0.04 0.19
C 0.820437 3.415704 1.391338 0.06 0.97 0.16
C -3.496238 -0.527480 0.342765 -0.09 0.12 -0.30
C -6.233280 -3.088146 2.517614 0.17 0.77 -0.55
C -8.611701 -3.235519 2.525014 0.02 0.00 -0.01
C -2.233898 -0.684337 0.892133 0.84 -0.10 -0.28
C 2.282892 -1.760712 1.738283 -0.06 0.05 0.06
C 4.223271 -7.347844 0.299036 -0.10 -0.20 -0.26
C -7.382429 -3.738788 2.937457 -0.26 0.13 -0.11
C 1.072693 2.441781 -0.768762 -0.02 -0.07 0.12
C -1.255659 -0.830254 -1.183150 0.15 0.00 0.95
C 4.764995 -3.715611 -9.563360 0.20 -0.05 0.18
C -2.056371 8.416477 7.071852 -0.01 0.01 -0.01
C -2.474212 -0.676074 -1.824637 -0.16 -0.04 0.06
C 4.475319 -2.672831 1.538385 0.33 0.76 0.52
C 4.356608 0.080267 -3.485328 -0.06 -0.19 -0.24
C 4.191478 -0.713984 2.707742 0.65 -0.58 -0.27
C -4.342780 -1.100356 -7.155145 -0.10 0.25 -0.05
C -3.484833 -1.137120 -6.067615 0.28 0.69 0.58
C -2.170298 8.014183 5.745091 0.04 0.14 0.29
C -7.444703 -1.528805 1.340348 0.90 -0.26 0.22
C -4.927597 0.115994 -7.491270 0.01 0.02 0.01
C 5.774659 -4.106277 -8.690172 0.00 0.00 0.01
C -4.633904 1.245297 -6.733950 -0.05 -0.27 -0.17
C -1.764402 7.469593 8.047897 -0.04 0.23 -0.23
C 1.269050 3.719613 -1.281684 -0.01 -0.09 0.05
C -3.614615 -0.522974 -1.043266 0.09 -0.01 0.12
C 3.707239 1.299185 -3.373663 -0.65 0.44 -0.45
C 5.507239 -2.030083 -7.551712 -0.65 0.42 -0.49
C 3.097194 2.534373 5.533821 0.65 0.87 0.94
C 2.824707 -0.716039 2.480045 -0.14 -0.16 -0.15
C -1.987777 6.672935 5.449032 0.24 -0.82 0.69
C -2.368175 2.190961 5.202147 -1.12 0.28 -0.77
C 2.964995 -0.386343 -5.385311 0.14 -0.09 0.16
C 2.243838 -6.574111 -1.410776 0.15 0.68 0.64
C 2.377175 0.854000 -5.195141 0.17 0.64 0.67
C 1.230637 4.791430 -0.404256 -0.16 -0.10 0.93
C 6.156608 -3.249001 -7.663377 -0.10 -0.18 -0.24
C -8.647624 -2.108011 1.711041 0.03 -0.24 0.16
C 4.177175 -2.475268 -9.373189 0.18 0.66 0.66
C -3.760836 1.109664 -5.666585 0.48 -0.69 0.38
C 0.844408 2.282608 0.594200 0.09 -0.03 -0.39
C 3.573902 -6.128926 0.410702 -0.67 0.38 -0.47
C -1.595535 6.151981 7.653527 -0.04 -0.48 -1.03
C 1.583813 3.064841 5.873618 -0.73 -1.17 -0.70
B -1.034174 2.639568 6.052693 0.68 -0.62 -1.69
H 3.155908 1.477934 5.032753 -0.31 2.12 0.73
H -3.006093 -2.063387 -5.763481 -0.05 0.04 -0.04
H 1.475097 3.185716 7.056409 0.08 -0.05 -2.73
H -4.365829 -0.410970 0.979555 0.15 -0.09 -0.04
H 3.681474 3.364052 4.904917 -1.14 -2.04 1.19
H 1.448174 3.877289 -2.339185 0.01 -0.04 0.04
H -3.625749 3.167489 6.608430 -0.01 -1.36 -0.94
H -4.550315 -1.998362 -7.725908 0.03 0.07 0.07
H 6.940426 -3.523812 -6.966689 -0.08 0.05 -0.05
H 4.459762 -1.741537 -4.630493 -0.07 0.08 0.03
H 1.215977 -1.795621 1.537970 0.08 0.07 -0.02
H 3.833608 -5.426579 1.197830 0.00 -0.11 -0.04
H 3.966945 2.001532 -2.586534 -0.02 -0.09 -0.02
H 3.387038 -2.123719 -10.030271 0.05 -0.06 0.03
H 4.326425 -9.169648 -0.846129 -0.05 0.10 0.01
H -1.363310 5.376432 8.377582 0.00 -0.05 -0.07
H 2.197874 0.077532 2.870674 0.00 -0.01 0.04
H 5.170304 -3.429732 1.186593 -0.01 0.01 -0.03
H 5.007089 -7.622655 0.995725 -0.08 0.05 -0.05
H 0.649159 0.988732 6.078653 -0.27 1.42 -2.08
H 1.289502 4.062830 5.303832 0.86 -2.00 1.39
H -2.532731 -0.675841 -2.907148 0.03 0.06 0.06
H 1.453701 -6.222562 -2.067858 0.05 -0.05 0.03
H 4.443713 -4.361133 -10.372887 0.02 0.07 0.07
H 1.587038 1.205549 -5.852222 0.05 -0.07 0.03
H -2.549242 3.005064 4.348334 0.46 -1.96 1.09
H -7.420019 -0.649336 0.702983 -0.04 -0.04 0.05
H -5.606391 0.183561 -8.336448 0.07 -0.01 0.09
H -2.089075 -0.690899 1.968838 -0.05 0.06 -0.07
H -3.497247 1.962561 -5.047395 -0.04 -0.06 -0.05
H -0.867584 3.824187 6.028340 -0.01 -0.22 -0.15
H 0.688279 1.300094 1.024964 -0.04 0.10 0.00
H -4.587536 -0.400903 -1.510357 0.08 -0.01 0.03
H 1.097079 1.577101 -1.425560 -0.01 0.08 0.03
H -7.320489 -4.616308 3.571001 0.02 0.09 -0.05
H 1.381320 5.808043 -0.755615 0.00 -0.04 -0.04
H 4.662560 0.081717 3.278049 -0.09 -0.04 -0.03
H -2.396414 8.727743 4.960891 0.02 -0.05 0.04
H 3.670115 2.437383 6.576259 -1.01 0.15 -2.28
H 2.730598 -3.586588 0.673562 -0.02 0.12 -0.01
H 2.643713 -1.031865 -6.194839 0.06 0.10 0.04
H 0.642368 3.343943 2.460660 0.00 -0.14 -0.13
H -0.337251 -0.956398 -1.749077 -0.05 0.02 -0.02
H -2.070036 6.308871 4.428739 0.02 0.00 0.04
H 5.140426 -0.194543 -2.788640 -0.10 0.05 -0.02
H -2.194259 9.459204 7.342700 0.01 -0.08 -0.02
H 5.766945 -1.327737 -6.764583 0.00 -0.06 -0.07
H 2.510376 -8.459976 -2.410474 0.01 0.07 0.06
H -4.454199 2.188290 5.480963 0.76 0.37 0.82
H -9.534103 -3.717940 2.835006 0.10 0.06 -0.03
H -9.589494 -1.690983 1.373057 0.09 -0.02 0.02
H -1.141307 2.287569 7.169468 -0.05 -0.46 1.22
H -5.073718 2.207715 -6.969708 0.06 -0.08 0.04
H -2.324076 1.090242 4.767018 -0.11 2.19 0.58
H -5.250044 -3.440555 2.815464 -0.08 0.02 0.00
H -1.670103 7.750752 9.090640 0.00 -0.02 -0.05
H 6.259762 -5.070805 -8.808542 -0.06 0.11 0.01
```
Positions in Å, forces in eV/Å.

Properties
Charge = -1
E_HOMO = -4.11 eV
HOMO-LUMO gap = 5.849 eV


Question: Among the records above, which one has the highest HOMO-LUMO gap?
Answer: C49H56N8O5S


Question: HOMO-LUMO gap of number 2 (C49H57BFN10)?
Answer: 5.849 eV